10
Properties=species:S:1:pos:R:3 method="wB97M-V/def2-TZVPD" orbital_gap_ev="7.806 / 7.799" energy_ev=-23617.9353
C 0.09651 1.03705 -1.09138
C -1.36617 -0.85799 0.25409
C 1.24954 0.01964 0.68026
N 1.07369 0.87997 -0.29105
F 0.20909 1.90505 -2.06095
F 1.41132 0.42881 1.92594
F 1.88452 -1.12834 0.48570
S -1.46615 0.21955 -1.05250
H -1.15053 -1.88506 0.02479
H -1.94182 -0.61867 1.12509


9
Properties=species:S:1:pos:R:3 method="wB97M-V/def2-TZVPD" orbital_gap_ev=8.432 energy_ev=-34949.8752
C -0.05452 -1.86964 -1.40942
O -3.47509 2.21703 -1.13632
O -0.11627 -0.68370 -1.23285
S -1.16292 2.12528 0.79290
S -2.32890 1.41149 -0.87714
I -3.03484 -0.66405 0.24526
H -0.27248 1.16301 0.43288
H -0.08422 -2.49150 -0.51931
H 0.30768 -2.34471 -2.43096